This record from the Open Molecules 2025 dataset describes a structure of composition C39H40AgAsCl2N5O7S2. The level of theory is wB97M-V/def2-TZVPD.

E_LUMO   1.950 eV
Gap between HOMO and LUMO   6.7 eV
Energy relative to the best compared isomer or geometry (same formula, charge and spin)   0.0 kcal/mol
Net charge   -1

```
97
C39H40AgAsCl2N5O7S2 (wB97M-V/def2-TZVPD)
Ag -0.5761 -0.9240 -0.7481
O -3.3144 5.1009 2.8383
C -2.8241 3.9806 3.5586
C -2.4255 2.8842 2.6106
C -2.0410 1.6473 3.1128
C -1.6280 0.6681 2.2275
N -1.5884 0.8542 0.9110
C -1.9502 2.0367 0.4231
C -2.3800 3.0795 1.2431
C -1.8476 2.2072 -1.0602
C -2.4241 3.2852 -1.7197
C -2.2758 3.3970 -3.0962
C -2.7516 4.6246 -3.8209
O -1.8591 5.7190 -3.6172
C -1.5946 2.3956 -3.7668
C -1.0490 1.3493 -3.0362
N -1.1529 1.2775 -1.7162
H -3.4717 5.8161 3.4595
H -3.5853 3.5966 4.2471
H -1.9481 4.2606 4.1563
H -2.0482 1.4418 4.1770
H -1.3005 -0.3020 2.5863
H -2.6402 4.0445 0.8375
H -2.9763 4.0429 -1.1805
H -3.7199 4.9533 -3.4422
H -2.8565 4.4093 -4.8896
H -0.9597 5.3784 -3.6911
H -1.4648 2.4343 -4.8417
H -0.4811 0.5503 -3.4971
O 0.6204 -2.8705 4.5001
C 1.8392 -2.6492 3.9747
C 2.9363 -2.6982 4.8375
C 4.2139 -2.4702 4.3615
C 4.4264 -2.1858 3.0160
C 3.3411 -2.1364 2.1598
C 2.0424 -2.3687 2.6119
C 0.9293 -2.2744 1.6094
O 1.2005 -1.9905 0.4307
N -0.2959 -2.4960 2.1270
N -1.2888 -2.4153 1.1837
C -2.4676 -2.5913 1.6033
S -2.8649 -2.9447 3.2998
C -4.6522 -2.7582 3.0643
C -4.9950 -3.2430 1.6669
S -3.8515 -2.4503 0.5091
H -0.0210 -2.7874 3.7361
H 2.7520 -2.9159 5.8821
H 5.0524 -2.5103 5.0478
H 5.4218 -1.9936 2.6383
H 3.4687 -1.9027 1.1094
H -4.9300 -1.7104 3.1830
H -5.1543 -3.3502 3.8302
H -6.0075 -2.9571 1.3803
H -4.8994 -4.3277 1.6045
C -3.1087 -4.4774 -3.0439
As -1.6084 -3.2723 -2.8414
C -0.4186 -4.1466 -1.6215
C -0.7453 -3.2140 -4.5552
O -2.1729 -1.7901 -2.3704
H -2.7750 -5.4659 -3.3589
H -3.7955 -4.0635 -3.7806
H -3.6118 -4.5420 -2.0799
H -0.2148 -5.1493 -2.0011
H -0.8923 -4.1882 -0.6418
H 0.5078 -3.5746 -1.5711
H -0.6018 -4.2253 -4.9368
H 0.2233 -2.7378 -4.4032
H -1.3729 -2.6381 -5.2338
Cl 1.7460 3.4932 -2.8133
C 1.4421 3.4298 -1.1011
C 0.8337 4.5229 -0.5081
C 0.6049 4.5139 0.8569
C 0.9473 3.3996 1.6033
C 1.5123 2.2947 0.9867
Cl 1.7830 0.8862 1.9448
C 1.8205 2.2851 -0.3858
N 2.4139 1.2123 -1.0447
C 3.6393 0.6484 -0.7261
C 4.4308 1.1221 0.3228
C 5.6255 0.5025 0.6531
C 6.0664 -0.5946 -0.0664
C 5.3198 -1.0147 -1.1607
C 4.1329 -0.4001 -1.5329
C 3.5005 -0.7673 -2.8554
C 2.1045 -1.4193 -2.8257
O 2.0184 -2.6335 -3.0505
O 1.1378 -0.6201 -2.6137
H 0.5566 5.3734 -1.1159
H 0.1352 5.3648 1.3335
H 0.7394 3.3509 2.6638
H 1.8445 0.7044 -1.7454
H 4.1019 1.9762 0.8990
H 6.2011 0.8783 1.4906
H 6.9869 -1.1001 0.1967
H 5.6791 -1.8348 -1.7723
H 4.1726 -1.4480 -3.3754
H 3.4085 0.1481 -3.4510
```